1.
# C58H47BBr6N9O22

A structure of composition C58H47BBr6N9O22 (ωB97M-V with the def2-TZVPD basis set, OMol25).

Cartesian coordinates (Å):
O1 2.77 1.64 1.20
C1 1.60 1.47 1.13
O2 0.84 0.77 1.96
B1 -0.53 0.66 1.44
O3 -0.60 1.67 0.38
C2 0.62 2.08 0.09
O4 0.90 2.92 -0.69
O5 -1.53 0.90 2.50
C3 -2.35 -0.12 2.60
O6 -3.31 -0.22 3.27
C4 -1.88 -1.19 1.58
O7 -0.90 -0.65 0.88
O8 -2.32 -2.29 1.44
C5 -4.59 -3.37 4.07
Br1 -4.13 -5.25 4.26
Br2 -4.46 -2.45 5.82
Br3 -6.40 -3.18 3.38
H1 -3.95 -2.86 3.36
C6 5.80 0.48 1.11
Br4 4.55 -0.88 0.53
Br5 7.58 0.48 0.31
Br6 6.00 0.41 3.03
H2 5.26 1.39 0.87
C7 0.38 4.16 -5.49
C8 0.60 3.60 -4.23
C9 1.87 3.14 -3.94
C10 2.92 3.21 -4.86
C11 2.70 3.88 -6.05
C12 1.42 4.30 -6.40
N1 4.25 2.80 -4.45
O9 5.18 3.00 -5.21
O10 4.34 2.21 -3.40
H3 -0.60 4.53 -5.77
H4 -0.18 3.45 -3.51
H5 2.17 2.90 -2.93
H6 3.53 3.88 -6.76
H7 1.39 4.74 -7.38
C13 4.82 4.53 1.70
C14 6.14 4.88 1.97
C15 7.13 4.73 1.01
C16 6.80 4.06 -0.14
C17 5.51 3.67 -0.43
C18 4.50 3.89 0.49
N2 7.83 3.70 -1.14
O11 9.00 3.83 -0.79
O12 7.49 3.29 -2.22
H8 4.10 4.55 2.50
H9 6.36 5.34 2.93
H10 8.18 4.93 1.18
H11 5.20 3.10 -1.31
H12 3.48 3.58 0.32
C19 -7.13 0.60 1.26
C20 -5.86 0.07 1.46
C21 -5.47 -1.00 0.65
C22 -6.20 -1.35 -0.45
C23 -7.50 -0.88 -0.59
C24 -7.95 0.16 0.21
N3 -5.73 -2.48 -1.29
O13 -4.62 -2.90 -1.08
O14 -6.51 -2.92 -2.09
H13 -7.46 1.38 1.93
H14 -5.35 0.28 2.39
H15 -4.51 -1.47 0.86
H16 -8.20 -1.35 -1.27
H17 -8.92 0.59 0.01
C25 0.66 -3.54 -0.79
C26 1.72 -2.66 -1.01
C27 2.63 -2.91 -2.02
C28 2.38 -3.94 -2.91
C29 1.29 -4.79 -2.73
C30 0.43 -4.58 -1.67
N4 3.21 -4.10 -4.08
O15 4.42 -3.92 -3.98
O16 2.65 -4.38 -5.14
H18 -0.05 -3.23 -0.04
H19 1.73 -1.74 -0.42
H20 3.52 -2.31 -2.12
H21 1.15 -5.54 -3.50
H22 -0.40 -5.26 -1.52
C31 -0.54 -3.40 6.10
C32 -0.42 -2.25 5.32
C33 0.47 -2.19 4.25
C34 1.24 -3.31 4.01
C35 1.19 -4.45 4.78
C36 0.28 -4.48 5.84
N5 2.15 -3.29 2.86
O17 2.84 -4.25 2.65
O18 2.16 -2.28 2.20
H23 -1.29 -3.52 6.87
H24 -1.10 -1.43 5.50
H25 0.41 -1.32 3.62
H26 1.78 -5.33 4.61
H27 0.23 -5.38 6.43
C37 -3.35 5.05 -0.46
C38 -3.80 5.94 -1.41
C39 -4.29 5.42 -2.60
C40 -4.42 4.05 -2.75
C41 -4.05 3.16 -1.75
C42 -3.40 3.68 -0.63
N6 -5.13 3.57 -3.93
O19 -5.43 2.42 -3.96
O20 -5.38 4.35 -4.80
H28 -2.97 5.43 0.48
H29 -3.82 7.01 -1.33
H30 -4.65 6.05 -3.40
H31 -4.30 2.11 -1.81
H32 -3.13 2.90 0.07
C43 0.93 0.04 -3.56
C44 1.07 -0.72 -4.73
C45 0.01 -1.54 -5.10
C46 -1.19 -1.48 -4.40
C47 -1.31 -0.81 -3.22
C48 -0.21 -0.04 -2.81
N7 -2.28 -2.33 -4.88
O21 -2.08 -2.99 -5.88
O22 -3.34 -2.29 -4.33
H33 1.74 0.61 -3.13
H34 1.99 -0.69 -5.29
H35 0.23 -1.97 -6.07
H36 -2.19 -0.74 -2.60
H37 -0.36 0.45 -1.86
N8 3.70 3.76 6.35
C49 3.64 2.67 5.56
C50 2.46 2.29 4.95
C51 1.33 3.08 5.08
C52 1.44 4.26 5.78
C53 2.64 4.55 6.42
H38 4.57 2.13 5.54
H39 2.43 1.46 4.27
H40 0.45 2.75 4.54
H41 0.62 4.95 5.96
H42 2.73 5.40 7.09
N9 -0.76 -7.04 2.01
C54 -1.18 -7.96 1.13
C55 -2.09 -7.67 0.14
C56 -2.54 -6.37 -0.05
C57 -2.11 -5.43 0.86
C58 -1.22 -5.82 1.86
H43 -0.75 -8.94 1.31
H44 -2.38 -8.41 -0.60
H45 -3.23 -6.05 -0.82
H46 -2.41 -4.39 0.81
H47 -1.05 -5.09 2.65

- 2S+1: 1
- Charge: -1
- LUMO: 0.041 Ha
- DFT total energy: -19855.07654 Eh
- HOMO-LUMO gap: 8.945 eV
- HOMO level: -7.8 eV

***

2.
# C58H48Cl3N2P3Si2W

A structure of composition C58H48Cl3N2P3Si2W (ωB97M-V with the def2-TZVPD basis set, OMol25).

Cartesian coordinates (Å):
W1 0.32 0.02 -0.87
C1 -2.98 5.28 -1.67
C2 -1.79 5.81 -1.33
C3 -0.71 4.95 -1.18
C4 -0.83 3.59 -1.47
C5 -2.05 3.04 -1.82
C6 -3.10 3.91 -1.92
P1 0.69 2.48 -1.27
C7 1.62 2.83 -2.83
C8 0.95 3.30 -3.94
C9 1.70 3.56 -5.06
C10 3.07 3.45 -5.11
C11 3.73 3.00 -3.96
C12 3.01 2.69 -2.81
C13 1.56 3.35 0.06
C14 2.27 4.56 -0.13
C15 2.87 5.23 0.91
C16 2.62 4.74 2.23
C17 2.01 3.52 2.39
C18 1.50 2.81 1.34
Si1 1.20 0.97 1.37
C19 0.04 0.40 2.77
C20 0.46 0.06 4.06
C21 -0.43 -0.37 5.01
C22 -1.80 -0.44 4.72
C23 -2.23 -0.12 3.45
C24 -1.34 0.18 2.44
P2 -1.81 0.46 0.69
C25 -3.06 -0.76 0.19
C26 -3.57 -0.78 -1.13
C27 -4.44 -1.75 -1.58
C28 -4.80 -2.77 -0.72
C29 -4.28 -2.81 0.54
C30 -3.45 -1.83 1.00
C31 -2.72 2.00 0.92
C32 -2.05 3.15 1.45
C33 -2.78 4.24 1.85
C34 -4.15 4.27 1.61
C35 -4.82 3.17 1.11
C36 -4.09 2.02 0.79
C37 2.90 0.13 1.59
C38 4.05 0.80 1.97
C39 5.24 0.08 2.15
C40 5.29 -1.28 1.95
C41 4.11 -1.97 1.62
C42 2.90 -1.24 1.40
P3 1.42 -1.92 0.62
C43 2.00 -3.35 -0.27
C44 3.11 -3.36 -1.13
C45 3.51 -4.53 -1.81
C46 2.79 -5.72 -1.63
C47 1.76 -5.79 -0.67
C48 1.41 -4.62 -0.04
C49 0.55 -2.71 2.07
C50 -0.72 -3.20 1.82
C51 -1.40 -3.95 2.77
C52 -0.73 -4.27 3.95
C53 0.57 -3.87 4.17
C54 1.24 -3.10 3.24
H1 -3.92 5.86 -1.83
H2 -1.73 6.85 -1.13
H3 0.26 5.41 -0.90
H4 -2.06 1.96 -2.08
H5 -4.08 3.57 -2.24
H6 -0.13 3.40 -3.91
H7 1.24 3.94 -5.95
H8 3.63 3.78 -5.98
H9 4.81 3.03 -3.93
H10 3.57 2.37 -1.97
H11 2.43 4.95 -1.11
H12 3.35 6.17 0.80
H13 3.05 5.30 3.02
H14 1.92 3.16 3.39
H15 1.52 0.19 4.31
H16 -0.13 -0.72 5.98
H17 -2.49 -0.75 5.51
H18 -3.27 -0.30 3.32
H19 -3.35 0.10 -1.75
H20 -4.76 -1.65 -2.62
H21 -5.53 -3.51 -1.02
H22 -4.56 -3.58 1.23
H23 -3.10 -1.92 2.04
H24 -1.01 3.18 1.54
H25 -2.20 5.11 2.16
H26 -4.72 5.14 1.90
H27 -5.90 3.27 1.00
H28 -4.55 1.13 0.34
H29 3.94 1.90 2.14
H30 6.12 0.58 2.49
H31 6.23 -1.83 1.91
H32 4.15 -3.04 1.40
H33 3.68 -2.47 -1.33
H34 4.35 -4.52 -2.46
H35 3.14 -6.59 -2.12
H36 1.26 -6.68 -0.43
H37 0.64 -4.73 0.67
H38 -1.23 -2.97 0.92
H39 -2.34 -4.34 2.47
H40 -1.17 -4.87 4.72
H41 1.03 -4.07 5.16
H42 2.14 -2.58 3.45
C55 -1.72 -5.08 -2.46
N1 -0.83 -3.94 -2.47
C56 0.41 -3.94 -3.08
C57 0.87 -2.69 -2.98
N2 -0.04 -1.93 -2.26
C58 -1.06 -2.75 -1.99
H43 -2.68 -4.69 -2.21
H44 -1.37 -5.79 -1.69
H45 -1.73 -5.54 -3.44
H46 0.79 -4.79 -3.59
H47 1.76 -2.27 -3.29
H48 -1.97 -2.56 -1.46
Cl1 2.58 -0.21 -1.75
Si2 -0.30 -0.11 -3.29
Cl2 0.95 -0.13 -4.86
Cl3 -2.18 -0.33 -4.13

- 2S+1: 3
- Charge: +2
- Expectation value of S²: 2.02
- LUMO (alpha / beta): -0.189 / -0.220 Ha
- DFT total energy: -5398.91664 Eh
- HOMO-LUMO gap (alpha / beta): 7.952 / 7.029 eV
- HOMO level (alpha / beta): -13.1 / -13.0 eV